Molecular formula: C48H56BiN5O7PS3Sb
Method: DFT, ωB97M-V/def2-TZVPD

Cartesian coordinates (Å):
H: 3.184 -2.238 0.751
C: 7.229 -0.173 -2.255
Bi: -1.169 1.785 -1.507
P: 1.020 -0.844 2.682
H: 3.177 -0.490 0.860
N: 2.557 -1.451 2.611
O: 1.147 -2.021 -0.423
H: 4.571 7.430 -4.151
N: -1.849 2.188 1.545
H: -2.163 -1.642 2.425
H: -0.828 -0.886 5.375
C: -3.867 0.599 2.068
H: -1.002 -3.402 0.274
C: -1.322 -1.924 1.789
H: 1.376 1.380 -5.827
C: -4.448 -1.125 -2.549
H: 2.305 0.635 -3.679
H: 2.370 0.566 5.580
C: 5.630 0.479 -0.584
O: 1.941 0.033 -1.418
H: 3.714 6.524 -2.021
H: 1.634 3.933 1.316
S: -2.772 4.028 -1.852
H: 4.519 1.271 -3.672
C: 3.185 -2.378 3.529
H: 2.773 5.098 3.166
H: -5.264 -1.624 -2.027
H: 1.552 5.583 5.264
C: -0.334 1.262 5.515
C: -0.255 4.629 4.601
C: -4.312 3.204 -3.993
H: -3.487 3.544 -4.606
C: 5.004 4.818 -2.017
C: 4.503 6.007 -2.554
H: -1.257 1.840 5.452
C: 4.986 6.511 -3.752
O: -0.269 3.073 0.111
C: 1.940 3.932 -2.995
H: 2.767 -2.275 4.531
C: 1.199 3.437 -5.228
H: 8.182 -0.615 -2.526
C: 1.063 5.043 4.460
O: -2.977 0.681 -2.289
C: -0.877 3.950 3.570
S: 0.922 -1.084 -1.518
H: -7.193 1.929 -1.779
H: -1.632 -4.320 3.123
H: -1.107 0.052 3.907
H: 4.874 -1.194 4.149
C: -1.555 -3.312 1.206
H: -4.286 1.575 2.317
O: 1.026 -1.689 -2.835
C: 5.162 0.888 -2.890
H: 5.327 -2.828 3.660
S: 4.384 4.187 -0.490
H: -1.911 3.639 3.641
H: -4.829 -0.592 -3.420
O: 0.788 0.261 1.730
H: -7.349 1.709 -4.247
C: 1.552 2.106 -5.042
O: -0.466 -0.479 -1.357
C: 4.665 -1.990 3.433
N: 0.943 -0.372 4.300
C: 1.117 4.115 2.249
C: 2.299 2.601 -2.797
H: 7.265 4.115 -4.456
C: -0.436 -0.072 4.759
C: -0.196 3.680 2.394
H: -4.644 -0.162 2.132
C: -5.432 2.630 -4.577
C: -6.390 2.295 -2.410
Sb: 2.971 1.955 -0.859
H: 0.640 -3.739 3.692
H: 0.556 2.394 3.883
H: 2.532 0.964 3.862
C: 0.301 -3.467 2.686
H: 0.751 3.756 -6.161
C: -3.898 -0.197 -0.295
H: 1.085 5.380 -4.324
H: -0.115 1.086 6.574
H: -5.479 2.530 -5.656
H: -0.814 4.862 5.500
C: 6.380 0.316 -3.237
H: 5.282 -0.470 2.004
C: 2.095 1.686 -3.834
H: -0.722 -5.232 1.904
H: -4.613 -0.915 0.080
H: 2.054 4.643 -2.186
H: -3.730 -1.873 -2.895
H: 6.417 3.238 -2.313
H: 6.348 6.223 -5.392
C: -0.953 -4.229 2.268
C: 6.490 4.656 -3.923
C: 5.980 5.836 -4.449
H: 6.666 0.257 -4.281
C: -5.273 2.872 -1.826
C: -6.480 2.169 -3.791
H: 5.351 0.542 0.462
C: 1.811 0.777 4.660
H: -5.195 2.949 -0.749
C: -4.207 3.333 -2.605
H: 5.458 -2.104 1.379
C: 1.746 4.776 3.289
C: 0.848 1.942 4.835
H: -1.181 -1.172 1.025
C: -0.828 2.938 1.268
N: -2.296 1.460 0.443
H: 3.048 -3.418 3.199
C: 4.769 0.981 -1.558
C: 3.394 -1.397 1.416
H: -3.090 0.405 2.799
H: 1.300 2.738 5.432
H: -2.613 -3.503 1.015
H: 7.501 -0.475 -0.145
C: 4.824 -1.460 1.990
N: -0.114 -2.062 2.629
H: 1.109 -3.664 1.974
C: 6.016 4.157 -2.720
C: 6.848 -0.093 -0.922
C: -3.714 -0.151 -1.665
C: 1.391 4.349 -4.202
C: -3.291 0.641 0.676

Summary:
- Frontier orbital gap: 6.78 eV
- E_LUMO: 4.150 eV
- Energy above the lowest of the compared OMol25 structures with the same formula, charge and spin: 0.0 kcal per mole
- Net charge: -2
- DFT total energy: -4654.182714 hartree
- HOMO level: -2.63 eV